Here is a cluster of 2 separate species, C8H18NO4S in total at a distorted geometry from OMol25. Energies are from ωB97M-V with the def2-TZVPD basis set.

Bonds (Å) are listed after each position.
Element x y z (Å)
1 C -3.329 1.684 0.100  C2 1.561, C3 1.467, H15 1.036, H16 1.131
2 C -4.355 0.979 -0.842  C1 1.561, C4 1.508, H17 1.251, H18 1.100
3 C -2.858 0.624 0.999  C1 1.467, N9 1.288, H20 1.070
4 C -3.760 -0.402 -0.943  C2 1.508, N9 1.557, H21 1.057, H22 1.124
5 C 5.607 -0.458 -0.029  C7 1.488, H23 1.082, H24 1.048, H25 1.150
6 C -2.628 -1.887 0.865  N9 1.493, H26 1.108, H27 1.100, H28 1.113
7 C 4.614 0.378 -0.757  C5 1.488, O12 1.477, H29 1.006, H30 1.068
8 C 2.795 0.489 0.936  O12 1.373, O13 1.379, H31 1.227, H32 1.110
9 N -3.036 -0.518 0.431  C3 1.288, C4 1.557, C6 1.493
10 O -0.613 0.792 -0.506  S14 1.431
11 O 0.633 -1.256 -0.371  S14 1.683, H19 0.940
12 O 3.234 0.107 -0.308  C7 1.477, C8 1.373
13 O 1.484 0.893 0.791  C8 1.379, S14 1.740
14 S 0.747 0.390 -0.702  O10 1.431, O11 1.683, O13 1.740
15 H -2.437 2.063 -0.266  C1 1.036
16 H -3.773 2.575 0.638  C1 1.131
17 H -5.552 1.041 -0.483  C2 1.251
18 H -4.346 1.463 -1.830  C2 1.100
19 H 1.384 -1.731 -0.677  O11 0.940
20 H -1.970 0.751 1.581  C3 1.070
21 H -4.363 -1.270 -0.944  C4 1.057
22 H -3.084 -0.420 -1.841  C4 1.124
23 H 6.586 -0.003 0.043  C5 1.082
24 H 5.346 -0.805 0.926  C5 1.048
25 H 5.676 -1.441 -0.621  C5 1.150
26 H -1.744 -1.762 1.521  C6 1.108
27 H -3.409 -2.293 1.525  C6 1.100
28 H -2.428 -2.481 -0.055  C6 1.113
29 H 4.586 0.225 -1.751  C7 1.006
30 H 4.801 1.405 -0.526  C7 1.068
31 H 2.847 -0.469 1.700  C8 1.227
32 H 3.346 1.337 1.396  C8 1.110

Values from the calculation:
frontier orbital gap = 9.2 eV
energy above the lowest of the compared OMol25 structures with the same formula, charge and spin = 290.6 kJ/mol
total charge = +1

Results of the Löwdin charge analysis, in e, for atoms 1 through 8: atom 1 (C): -0.13, atom 2 (C): -0.14, atom 3 (C): 0.00, atom 4 (C): -0.08, atom 5 (C): -0.06, atom 6 (C): 0.03, atom 7 (C): -0.18, atom 8 (C): -0.36